1.
The following is a DFT calculation (wB97M-V/def2-TZVPD) of 6 unconnected molecules or ions with the total composition H12O6.

Geometry as ORCA input:
```
! wB97M-V def2-TZVPD RIJCOSX def2/J DEFGRID3
* xyz 0 1
H -0.57 1.33 -1.41
H -2.10 1.61 -1.12
H -0.48 1.14 0.88
H -0.18 0.14 2.02
H 1.38 0.12 0.59
H 2.74 -0.50 0.02
H -1.07 -0.70 -0.66
H 0.31 -1.35 -0.35
H 1.45 0.84 -1.54
H 0.85 0.76 -2.92
H -0.96 -1.67 1.21
H -1.80 -1.53 2.54
O -1.32 1.07 -0.82
O 0.23 0.93 1.56
O 1.82 -0.31 -0.20
O -0.66 -1.55 -0.47
O 0.90 1.35 -2.17
O -0.91 -1.52 2.19
*
```

**SMILES**: O.O.O.O.O.O
**Highest occupied orbital energy**: -11.1 eV
**Kohn-Sham gap**: 11.6 eV

2.
The following is a DFT calculation (wB97M-V/def2-TZVPD) of 6 unconnected molecules or ions with the total composition H12O6.

Geometry as ORCA input:
```
! wB97M-V def2-TZVPD RIJCOSX def2/J DEFGRID3
* xyz 0 1
H -0.25 -1.70 -0.03
H -1.69 -2.27 -0.11
H 0.37 1.37 -0.92
H -0.43 2.31 0.20
H 1.54 -1.14 -0.71
H 1.67 -0.69 0.77
H 0.64 0.50 2.03
H 1.42 1.29 0.99
H -0.04 -0.21 -3.02
H -0.59 -0.80 -1.66
H -1.39 -0.14 0.74
H -2.19 1.01 1.47
O -1.17 -1.47 -0.28
O 0.30 2.32 -0.42
O 1.49 -1.52 0.17
O 1.51 0.62 1.69
O 0.12 -0.21 -2.04
O -1.31 0.73 1.13
*
```

**SMILES**: O.O.O.O.O.O
**Highest occupied orbital energy**: -10.8 eV
**Kohn-Sham gap**: 11.0 eV

3.
The following is a DFT calculation (wB97M-V/def2-TZVPD) of 6 unconnected molecules or ions with the total composition H12O6.

Geometry as ORCA input:
```
! wB97M-V def2-TZVPD RIJCOSX def2/J DEFGRID3
* xyz 0 1
O 0.10 0.17 -0.83
H 0.16 -0.13 -1.74
H 0.93 0.63 -0.68
O -3.13 -1.86 2.11
H -2.57 -2.18 2.82
H -2.54 -1.33 1.57
O 0.10 -4.61 -3.92
H -0.07 -5.35 -4.51
H 1.00 -4.75 -3.62
O 1.54 2.42 4.21
H 1.11 1.56 4.23
H 1.73 2.61 5.13
O 4.32 5.85 1.55
H 4.77 6.23 2.31
H 3.89 5.07 1.90
O -4.13 -1.62 -3.44
H -3.96 -0.84 -3.98
H -3.27 -1.86 -3.10
*
```

**SMILES**: O.O.O.O.O.O
**Highest occupied orbital energy**: -11.4 eV
**Kohn-Sham gap**: 11.7 eV

4.
The following is a DFT calculation (wB97M-V/def2-TZVPD) of a molecular structure, H12O6.

Geometry as ORCA input:
```
! wB97M-V def2-TZVPD RIJCOSX def2/J DEFGRID3
* xyz 0 1
O -0.23 -0.36 -0.02
H -0.15 0.59 -0.05
H 0.11 -0.61 0.84
O -0.95 -2.23 0.42
H -1.90 -2.24 0.55
H -0.80 -1.48 -0.15
O -0.06 -2.15 2.29
H 0.07 -3.06 2.56
H -0.53 -2.20 1.46
O 1.74 0.49 -1.11
H 2.18 -0.08 -0.48
H 2.13 1.35 -0.97
O -0.25 2.26 -1.74
H -0.27 1.31 -1.90
H 0.40 2.59 -2.36
O -0.21 1.73 0.37
H -1.03 2.00 0.79
H -0.26 2.10 -0.51
*
```

**Highest occupied orbital energy**: -9.4 eV
**Kohn-Sham gap**: 9.6 eV

5.
The following is a DFT calculation (wB97M-V/def2-TZVPD) of 6 unconnected molecules or ions with the total composition H12O6.

Geometry as ORCA input:
```
! wB97M-V def2-TZVPD RIJCOSX def2/J DEFGRID3
* xyz 0 1
H -0.83 0.63 -1.95
H -0.30 0.89 -0.54
H -2.38 0.85 0.11
H -3.00 0.23 1.36
H 0.48 -1.13 2.82
H 1.60 -0.73 3.87
H 1.45 -0.35 -1.20
H 2.01 -1.53 -0.36
H -1.73 0.96 -3.79
H -1.50 2.21 -4.65
H 2.29 0.09 2.39
H 2.75 -1.25 2.09
O -0.77 0.23 -1.08
O -3.02 0.23 0.45
O 0.77 -1.21 3.77
O 2.24 -0.79 -0.94
O -2.00 1.46 -4.57
O 1.94 -0.80 2.19
*
```

**SMILES**: O.O.O.O.O.O
**Highest occupied orbital energy**: -9.9 eV
**Kohn-Sham gap**: 9.8 eV

6.
The following is a DFT calculation (wB97M-V/def2-TZVPD) of 6 unconnected molecules or ions with the total composition H12O6.

Geometry as ORCA input:
```
! wB97M-V def2-TZVPD RIJCOSX def2/J DEFGRID3
* xyz 0 1
O -0.23 1.38 2.46
H -0.32 1.12 1.53
H -0.69 2.23 2.55
O 1.97 -1.44 0.37
H 1.22 -0.90 0.05
H 2.44 -1.01 1.11
O -1.36 -1.27 -2.37
H -1.05 -0.40 -2.70
H -0.62 -1.85 -2.43
O -0.19 2.71 -0.93
H 0.74 2.57 -1.17
H -0.53 3.02 -1.76
O -0.44 -2.39 1.67
H 0.41 -2.54 2.16
H -0.14 -1.81 0.97
O -0.14 0.03 -0.30
H -0.32 0.95 -0.41
H -0.76 -0.43 -0.81
*
```

**SMILES**: O.O.O.O.O.O
**Highest occupied orbital energy**: -10.5 eV
**Kohn-Sham gap**: 10.3 eV

7.
The following is a DFT calculation (wB97M-V/def2-TZVPD) of 6 unconnected molecules or ions with the total composition H12O6.

Geometry as ORCA input:
```
! wB97M-V def2-TZVPD RIJCOSX def2/J DEFGRID3
* xyz 0 1
O 3.53 -0.90 0.89
H 4.38 -0.73 0.49
H 3.49 -0.69 1.83
O -5.98 -0.19 2.70
H -6.48 -0.54 1.96
H -5.28 0.37 2.36
O 0.72 -2.14 0.17
H 1.55 -1.65 0.07
H 0.99 -3.07 0.19
O 1.96 1.27 -2.49
H 1.64 0.45 -2.10
H 2.86 1.11 -2.78
O 1.25 1.77 0.36
H 1.51 1.72 -0.58
H 2.06 1.39 0.72
O -2.98 0.75 -1.01
H -2.07 0.49 -0.86
H -3.14 0.57 -1.94
*
```

**SMILES**: O.O.O.O.O.O
**Highest occupied orbital energy**: -11.2 eV
**Kohn-Sham gap**: 11.1 eV

8.
The following is a DFT calculation (wB97M-V/def2-TZVPD) of a molecular structure, H12O6Pt.

Geometry as ORCA input:
```
! wB97M-V def2-TZVPD RIJCOSX def2/J DEFGRID3
* xyz 2 3
Pt 0.05 0.06 -0.02
O 1.31 -1.68 0.33
H 2.26 -1.74 0.42
H 1.01 -2.58 0.30
O -1.58 -0.86 1.22
H -1.64 -1.00 2.16
H -2.26 -1.42 0.85
O 0.90 0.84 1.83
H 0.44 1.17 2.59
H 1.83 0.93 2.05
O 1.27 0.97 -1.73
H 2.15 0.71 -2.01
H 0.88 1.36 -2.52
O -1.01 -1.07 -1.46
H -1.85 -1.54 -1.48
H -0.50 -1.46 -2.17
O -0.96 2.09 -0.01
H -1.86 2.35 -0.20
H -0.44 2.88 -0.15
*
```

**Highest occupied orbital energy (spin up / spin down)**: -17.3 / -18.2 eV
**Kohn-Sham gap (spin up / spin down)**: 10.1 / 10.1 eV
**<S²>**: 2.002

9.
The following is a DFT calculation (wB97M-V/def2-TZVPD) of a molecular structure, H12O6Ti.

Geometry as ORCA input:
```
! wB97M-V def2-TZVPD RIJCOSX def2/J DEFGRID3
* xyz 1 4
Ti 11.27 3.66 -15.00
O 8.95 3.74 -14.97
H 8.48 4.31 -15.57
H 8.36 3.63 -14.23
O 10.85 6.09 -14.65
H 11.71 6.28 -14.28
H 10.23 6.47 -14.03
O 11.60 3.08 -12.38
H 12.23 3.30 -11.70
H 11.17 2.29 -12.07
O 11.09 1.44 -15.04
H 11.37 0.77 -14.42
H 10.23 1.14 -15.34
O 11.54 3.54 -17.34
H 12.18 3.93 -17.93
H 10.91 3.10 -17.92
O 13.72 3.63 -15.18
H 14.01 3.25 -14.35
H 14.50 4.06 -15.53
*
```

**Highest occupied orbital energy (spin up / spin down)**: -7.3 / -15.5 eV
**Kohn-Sham gap (spin up / spin down)**: 4.5 / 12.2 eV
**<S²>**: 3.752

10.
The following is a DFT calculation (wB97M-V/def2-TZVPD) of a molecular structure, H13NaO7.

Geometry as ORCA input:
```
! wB97M-V def2-TZVPD RIJCOSX def2/J DEFGRID3
* xyz 0 1
Na -0.20 -0.03 0.22
O -2.40 -0.87 -0.82
H -1.90 -1.66 -0.53
O 2.18 -0.18 1.39
H 2.47 0.63 1.79
H 2.97 -0.71 1.31
O -0.48 0.02 2.83
H 0.29 0.58 2.98
H -0.58 -0.47 3.65
O 0.96 0.49 -1.96
H 1.62 0.03 -2.47
H 0.20 0.55 -2.54
O -1.79 0.26 -3.08
H -1.93 -0.07 -2.20
H -2.16 1.15 -3.06
O 0.21 -2.50 0.59
H 0.70 -2.48 1.41
H 0.76 -3.00 -0.01
O -0.43 2.38 0.20
H 0.37 2.78 0.55
H -0.87 3.10 -0.25
*
```

**Highest occupied orbital energy**: -6.6 eV
**Kohn-Sham gap**: 5.8 eV

11.
The following is a DFT calculation (wB97M-V/def2-TZVPD) of 6 unconnected molecules or ions with the total composition H13O6.

Geometry as ORCA input:
```
! wB97M-V def2-TZVPD RIJCOSX def2/J DEFGRID3
* xyz 1 1
O 25.78 0.54 -8.74
H 26.16 0.18 -7.89
H 24.98 1.11 -8.52
H 25.68 -0.23 -9.34
O 26.11 2.81 -7.01
H 26.06 3.76 -7.11
H 26.68 2.76 -6.27
O 23.76 2.29 -9.41
H 23.79 2.56 -10.30
H 23.41 2.99 -8.78
O 26.16 -1.21 -6.83
H 25.95 -2.11 -7.06
H 25.96 -1.11 -5.89
O 24.66 -1.35 -10.22
H 23.99 -1.71 -9.68
H 24.17 -1.16 -11.03
O 23.68 1.64 -6.22
H 24.40 2.27 -6.39
H 22.90 2.15 -6.48
*
```

**Highest occupied orbital energy**: -14.8 eV
**Kohn-Sham gap**: 11.7 eV

12.
The following is a DFT calculation (wB97M-V/def2-TZVPD) of 7 unconnected molecules or ions with the total composition H13O6S.

Geometry as ORCA input:
```
! wB97M-V def2-TZVPD RIJCOSX def2/J DEFGRID3
* xyz -1 1
S 1.98 0.66 0.48
H 3.29 0.59 0.22
H 0.03 2.15 -0.34
H -1.48 2.36 -0.29
O -0.65 2.82 -0.49
H -1.08 -3.00 -1.02
H -1.96 -3.04 -2.23
O -1.60 -3.62 -1.56
H -2.43 -0.54 1.62
H -1.52 0.47 0.97
O -2.41 0.37 1.32
H 1.12 -1.72 -0.50
H 0.19 -1.14 0.39
O 0.17 -1.83 -0.29
H 0.78 -0.65 -2.63
H 1.30 0.53 -1.86
O 0.96 0.29 -2.75
H 0.93 1.03 3.16
H 1.38 2.27 2.48
O 0.99 1.99 3.32
*
```

**Highest occupied orbital energy**: -4.8 eV
**Kohn-Sham gap**: 8.0 eV

13.
The following is a DFT calculation (wB97M-V/def2-TZVPD) of a molecular structure, H14LiO7.

Geometry as ORCA input:
```
! wB97M-V def2-TZVPD RIJCOSX def2/J DEFGRID3
* xyz 1 1
Li -0.51 -0.69 -4.16
O 0.13 1.73 -6.27
H 0.35 2.64 -6.06
H -0.76 1.46 -6.01
O 0.92 -2.18 -3.71
H 1.68 -1.70 -3.34
H 1.23 -3.00 -4.10
O -0.35 -3.64 -1.89
H -0.71 -2.97 -2.45
H 0.56 -3.68 -2.09
O -1.80 -2.12 -5.30
H -1.82 -2.94 -4.80
H -1.56 -2.33 -6.16
O -1.96 0.67 -5.15
H -2.42 0.12 -5.80
H -2.69 0.76 -4.56
O 0.71 0.99 -3.78
H 0.85 1.17 -4.75
H 0.26 1.79 -3.48
O -1.65 -1.23 -2.58
H -2.63 -1.40 -2.50
H -1.29 -0.97 -1.73
*
```

**Highest occupied orbital energy**: -14.4 eV
**Kohn-Sham gap**: 10.9 eV

14.
The following is a DFT calculation (wB97M-V/def2-TZVPD) of a molecular structure, H14NaO7.

Geometry as ORCA input:
```
! wB97M-V def2-TZVPD RIJCOSX def2/J DEFGRID3
* xyz 2 2
Na -0.03 -0.11 0.21
O 0.33 1.85 1.80
H 0.61 2.68 1.42
H 0.00 2.08 2.67
O 2.74 0.67 -0.32
H 3.51 0.15 -0.55
H 2.13 0.53 -1.03
O -1.61 -1.38 -0.90
H -2.53 -1.31 -0.66
H -1.60 -2.04 -1.60
O 1.22 -1.99 1.21
H 2.02 -2.51 1.15
H 0.81 -2.27 2.03
O -1.27 1.85 -1.23
H -1.73 2.48 -0.66
H -0.91 2.39 -1.93
O -2.27 -0.33 1.79
H -2.91 -1.00 2.01
H -2.67 0.49 2.08
O 1.41 -0.45 -2.23
H 1.42 -1.40 -2.07
H 1.31 -0.37 -3.18
*
```

**Highest occupied orbital energy (spin up / spin down)**: -18.3 / -18.3 eV
**Kohn-Sham gap (spin up / spin down)**: 11.4 / 3.4 eV
**<S²>**: 0.755

15.
The following is a DFT calculation (wB97M-V/def2-TZVPD) of 7 unconnected molecules or ions with the total composition H14O6S.

Geometry as ORCA input:
```
! wB97M-V def2-TZVPD RIJCOSX def2/J DEFGRID3
* xyz 0 1
S -2.27 -5.09 -1.34
H -3.67 -4.90 -0.87
H -2.16 -6.45 -1.57
H -1.79 4.33 -0.42
H -0.32 4.80 -0.04
O -0.96 4.04 -0.12
H 1.82 0.91 -1.09
H 2.70 1.15 0.13
O 1.71 1.23 -0.19
H -1.06 -0.14 0.50
H 0.26 -0.56 -0.24
O -0.64 -0.72 -0.14
H 1.22 2.67 2.13
H 0.67 2.64 3.53
O 0.79 2.05 2.78
H -1.51 -1.22 -2.88
H 0.04 -1.53 -2.66
O -0.71 -1.45 -3.30
H 1.51 -0.01 2.15
H 2.02 -1.26 1.58
O 2.34 -0.49 2.04
*
```

**SMILES**: O.O.O.O.O.O.S
**Highest occupied orbital energy**: -9.5 eV
**Kohn-Sham gap**: 9.8 eV

16.
The following is a DFT calculation (wB97M-V/def2-TZVPD) of 7 unconnected molecules or ions with the total composition H14O6S.

Geometry as ORCA input:
```
! wB97M-V def2-TZVPD RIJCOSX def2/J DEFGRID3
* xyz 0 1
S 1.94 -2.52 3.37
H 2.79 -1.48 3.44
H 2.26 -2.85 2.11
H -1.30 -2.00 0.21
H -1.09 -3.43 -0.27
O -0.61 -2.66 0.06
H -0.50 2.98 -0.16
H -1.29 3.82 0.86
O -0.90 2.96 0.71
H 1.15 -0.48 0.94
H 0.38 -0.63 -0.33
O 1.20 -0.23 0.01
H 1.85 2.31 -1.88
H 1.21 1.18 -1.07
O 0.98 1.92 -1.67
H -2.32 0.06 -0.41
H -1.54 0.76 0.87
O -2.05 0.02 0.51
H -0.76 -0.31 -3.11
H -0.41 0.66 -2.00
O -0.98 -0.09 -2.20
*
```

**SMILES**: O.O.O.O.O.O.S
**Highest occupied orbital energy**: -9.7 eV
**Kohn-Sham gap**: 10.2 eV

17.
The following is a DFT calculation (wB97M-V/def2-TZVPD) of a molecular structure, H14O7.

Geometry as ORCA input:
```
! wB97M-V def2-TZVPD RIJCOSX def2/J DEFGRID3
* xyz 0 1
O -14.45 10.66 -12.81
H -14.96 11.40 -13.14
H -15.02 10.22 -12.19
O -14.72 14.58 -14.06
H -14.00 14.01 -14.33
H -14.68 15.32 -14.66
O -16.44 13.79 -14.92
H -16.26 13.61 -13.99
H -17.24 14.31 -14.91
O -14.15 11.94 -10.83
H -13.32 12.38 -11.03
H -14.79 12.38 -11.38
O -12.84 13.36 -14.64
H -12.35 13.87 -15.28
H -13.02 12.53 -15.07
O -14.78 12.52 -13.22
H -15.04 13.39 -12.94
H -14.53 12.62 -14.14
O -16.05 15.19 -12.70
H -16.54 15.87 -13.16
H -15.34 14.95 -13.30
*
```

**Highest occupied orbital energy**: -8.6 eV
**Kohn-Sham gap**: 8.1 eV

18.
The following is a DFT calculation (wB97M-V/def2-TZVPD) of 7 unconnected molecules or ions with the total composition H14O7.

Geometry as ORCA input:
```
! wB97M-V def2-TZVPD RIJCOSX def2/J DEFGRID3
* xyz 0 1
H 0.65 -0.81 -1.19
H -0.80 -0.52 -0.84
H -0.13 -2.33 2.61
H -1.17 -1.90 3.63
H -0.58 1.14 -1.46
H -1.50 1.59 -0.33
H -3.71 1.53 -0.36
H -2.84 0.62 -1.21
H -0.40 -0.94 1.20
H -1.34 -0.44 2.28
H 3.40 3.06 1.12
H 2.08 2.65 0.48
H 2.62 -2.36 -2.18
H 3.63 -3.06 -3.08
O -0.25 -0.88 -1.54
O -0.44 -1.57 3.11
O -0.94 1.93 -1.04
O -3.28 1.47 -1.22
O -0.91 -0.16 1.47
O 2.45 3.21 1.17
O 3.47 -2.23 -2.63
*
```

**SMILES**: O.O.O.O.O.O.O
**Highest occupied orbital energy**: -10.0 eV
**Kohn-Sham gap**: 9.7 eV

19.
The following is a DFT calculation (wB97M-V/def2-TZVPD) of 7 unconnected molecules or ions with the total composition H14O7.

Geometry as ORCA input:
```
! wB97M-V def2-TZVPD RIJCOSX def2/J DEFGRID3
* xyz 0 1
O -0.04 -13.07 -3.64
H 0.20 -13.63 -4.38
H -0.97 -13.25 -3.48
O 1.90 -11.95 1.14
H 1.71 -12.49 0.36
H 1.71 -12.53 1.89
O 3.91 -13.04 -3.41
H 3.63 -13.81 -2.89
H 4.46 -12.53 -2.81
O -1.44 -15.85 -0.91
H -2.11 -16.01 -1.58
H -1.92 -15.46 -0.17
O 1.22 -10.74 -4.57
H 0.65 -10.09 -4.99
H 0.62 -11.34 -4.10
O 1.06 -13.62 -1.13
H 1.32 -13.25 -1.98
H 0.37 -14.25 -1.35
O 0.45 -17.40 0.79
H 0.07 -16.68 0.27
H 0.28 -18.19 0.28
*
```

**SMILES**: O.O.O.O.O.O.O
**Highest occupied orbital energy**: -10.6 eV
**Kohn-Sham gap**: 10.3 eV

20.
The following is a DFT calculation (wB97M-V/def2-TZVPD) of 7 unconnected molecules or ions with the total composition H14O7.

Geometry as ORCA input:
```
! wB97M-V def2-TZVPD RIJCOSX def2/J DEFGRID3
* xyz 0 1
O 6.90 -24.51 -7.85
H 6.38 -24.93 -8.54
H 6.62 -23.59 -7.85
O 10.22 -18.01 -10.42
H 10.31 -18.79 -10.99
H 10.45 -17.26 -10.97
O 8.07 -21.28 -6.58
H 7.27 -21.46 -6.08
H 7.88 -21.60 -7.48
O 8.76 -18.37 -7.84
H 9.25 -18.86 -7.17
H 9.27 -18.47 -8.66
O 7.62 -24.50 -11.99
H 7.59 -25.44 -11.77
H 6.77 -24.14 -11.70
O 7.86 -21.64 -9.45
H 7.82 -20.87 -10.02
H 8.05 -22.39 -10.03
O 5.97 -18.57 -8.65
H 5.93 -17.93 -9.37
H 6.93 -18.68 -8.47
*
```

**SMILES**: O.O.O.O.O.O.O
**Highest occupied orbital energy**: -10.7 eV
**Kohn-Sham gap**: 10.8 eV

no.,largest force on an atom (hartree/bohr)
1,0.033
2,0.072
3,0.006
4,0.183
5,0.119
6,0.058
7,0.024
8,0.027
9,0.018
10,0.055
11,0.061
12,0.015
13,0.065
14,0.057
15,0.070
16,0.026
17,0.206
18,0.059
19,0.011
20,0.010